ORCA calculation (ωB97M-V/def2-TZVPD) on a structure of composition C2HNO2.

Properties
ΔE to the lowest compared entry with this formula, charge and spin = 52.0 kcal/mol
Spin multiplicity = 1
HOMO-LUMO gap = 11.3288 eV

XYZ file:
```
6
Properties=species:S:1:pos:R:3:forces:R:3
C -0.677 -0.327 -0.105 2.182 -2.308 1.963
C 0.867 -0.317 0.060 3.335 -2.387 -1.530
H 0.060 1.472 0.349 -4.608 -2.160 -2.406
N 2.029 -0.442 -0.138 -3.684 0.756 0.980
O -0.939 0.946 -0.125 2.127 3.732 1.814
O -1.340 -1.333 -0.041 0.648 2.368 -0.820
```
Forces are in eV/Å.



ORCA calculation (ωB97M-V/def2-TZVPD) on a structure of composition C2HNO2.

Properties
ΔE to the lowest compared entry with this formula, charge and spin = 72.3 kcal/mol
Spin multiplicity = 1
HOMO-LUMO gap = 10.6514 eV

XYZ file:
```
6
Properties=species:S:1:pos:R:3:forces:R:3
C -0.447 0.821 0.011 1.950 0.164 -0.614
O 0.808 0.794 0.032 -1.449 0.987 0.060
C 0.509 -0.987 0.011 -1.822 -0.755 0.319
O -0.936 -0.366 0.001 1.616 -1.023 0.019
N 1.136 -1.964 0.063 -0.291 0.724 -0.135
H -1.071 1.702 -0.118 -0.004 -0.097 0.350
```
Forces are in eV/Å.



no.,E_HOMO (eV),strongest force on any atom (eV Å⁻¹)
1,-12.094,5.63
2,-10.734,2.05